Entry 1:
2 unconnected molecules or ions with the total composition C11H15N in a non-equilibrium geometry. Source: the OMol25 dataset; level of theory: ωB97M-V with the def2-TZVPD basis set.

As for the frontier orbital gap: 9.008 eV. The net charge is 0. The structure (SMILES) is Cc1c[nH]c2ccccc12.CC. The LUMO energy is 0.03678 Eh. As for the spin multiplicity: 1. The calculation puts the relative energy (zero: lowest compared OMol25 entry of this formula, charge and spin) at 1.448 eV. The calculation puts the highest occupied orbital energy at -8.01 eV.

Last column: Löwdin charge in e.
CARTESIAN COORDINATES (ANGSTROEM)
C  1.9106  0.0496  4.0752  -0.034
C  0.8217  0.4327  3.1052  -0.253
C  -0.0241  1.4738  3.1863  -0.041
N  -0.9391  1.4482  2.0571  0.066
C  -0.5871  0.3371  1.3387  -0.236
C  -1.0169  -0.0290  0.0584  -0.022
C  -0.3299  -1.0075  -0.6149  -0.098
C  0.7983  -1.6409  -0.0575  -0.090
C  1.2920  -1.2658  1.1810  -0.015
C  0.5313  -0.3113  1.9109  -0.132
H  2.7164  0.7511  3.7807  0.092
H  2.1964  -0.9815  3.9857  0.067
H  1.6403  0.4171  5.0566  0.072
H  0.0259  2.4029  3.7281  0.114
H  -1.8854  1.6890  2.2995  0.137
H  -1.7865  0.5423  -0.4319  0.105
H  -0.5361  -1.0808  -1.6825  0.065
H  1.3888  -2.3179  -0.6539  0.093
H  2.1681  -1.6361  1.6968  0.102
C  -0.7295  -0.2800  -4.7940  -0.166
C  -1.3569  0.4884  -3.5785  -0.146
H  0.0549  -1.0033  -4.5997  0.057
H  -1.4771  -0.7161  -5.4648  0.056
H  -0.4089  0.5124  -5.4899  0.057
H  -1.3770  -0.3418  -2.8905  0.010
H  -2.3936  0.7419  -3.8061  0.069
H  -0.6965  1.3256  -3.3960  0.071

Entry 2:
2 unconnected molecules or ions with the total composition C11H15N in a non-equilibrium geometry. Source: the OMol25 dataset; level of theory: ωB97M-V with the def2-TZVPD basis set.

As for the frontier orbital gap: 8.743 eV. The net charge is 0. The structure (SMILES) is Cc1c[nH]c2ccccc12.CC. The LUMO energy is 0.03285 Eh. As for the spin multiplicity: 1. The calculation puts the relative energy (zero: lowest compared OMol25 entry of this formula, charge and spin) at 0.361 eV. The calculation puts the highest occupied orbital energy at -7.85 eV.

Last column: Löwdin charge in e.
CARTESIAN COORDINATES (ANGSTROEM)
C  -3.1159  -1.2775  0.9348  -0.044
C  -1.6831  -1.4570  0.5138  -0.227
C  -1.1506  -2.1752  -0.5084  -0.061
N  0.2288  -2.0966  -0.4823  0.068
C  0.6185  -1.3477  0.5957  -0.225
C  1.8998  -0.9712  1.0099  -0.029
C  1.9737  -0.0815  2.0541  -0.102
C  0.8084  0.4727  2.6336  -0.101
C  -0.4445  0.0834  2.2111  -0.033
C  -0.5606  -0.9033  1.2227  -0.144
H  -3.0946  -1.0011  1.9956  0.073
H  -3.6616  -2.2232  0.9176  0.075
H  -3.6523  -0.5269  0.3597  0.075
H  -1.5952  -2.7440  -1.3140  0.121
H  0.8295  -2.4952  -1.1849  0.150
H  2.7387  -1.4088  0.4809  0.107
H  2.9178  0.3222  2.3878  0.094
H  0.9687  1.2451  3.3731  0.094
H  -1.2748  0.6911  2.5390  0.106
C  0.5588  2.9015  -2.4183  -0.179
C  1.2550  1.5411  -2.4608  -0.172
H  0.2758  3.1562  -1.4027  0.057
H  1.1936  3.6747  -2.8635  0.062
H  -0.3592  2.9288  -3.0118  0.059
H  2.1692  1.5972  -1.8645  0.063
H  0.5422  0.7485  -2.2372  0.053
H  1.6139  1.3468  -3.4810  0.059

Entry 3:
2 unconnected molecules or ions with the total composition C11H15N in a non-equilibrium geometry. Source: the OMol25 dataset; level of theory: ωB97M-V with the def2-TZVPD basis set.

As for the frontier orbital gap: 8.966 eV. The net charge is 0. The structure (SMILES) is Cc1c[nH]c2ccccc12.CC. The LUMO energy is 0.03599 Eh. As for the spin multiplicity: 1. The calculation puts the relative energy (zero: lowest compared OMol25 entry of this formula, charge and spin) at 1.300 eV. The calculation puts the highest occupied orbital energy at -7.99 eV.

Last column: Löwdin charge in e.
CARTESIAN COORDINATES (ANGSTROEM)
C  -2.5372  0.7852  -1.1419  -0.050
C  -1.1129  0.8592  -0.7501  -0.241
C  -0.4763  1.7306  0.0669  -0.124
N  0.8318  1.3963  0.3149  0.069
C  1.0012  0.1709  -0.3999  -0.217
C  2.0728  -0.6980  -0.2528  -0.027
C  2.0644  -1.7671  -1.1027  -0.123
C  0.9527  -2.1579  -1.8193  -0.091
C  -0.2089  -1.3454  -1.8275  -0.017
C  -0.1240  -0.1325  -1.1669  -0.137
H  -2.6737  0.8122  -2.2368  0.084
H  -3.0584  1.6875  -0.8162  0.082
H  -2.8700  -0.2297  -0.9151  0.084
H  -0.9401  2.5686  0.5599  0.118
H  1.5558  2.0704  0.0834  0.151
H  2.9554  -0.5691  0.3834  0.120
H  2.9752  -2.3801  -1.1455  0.108
H  0.7544  -3.1734  -2.1358  0.098
H  -1.0027  -1.7238  -2.4669  0.109
C  -0.0588  -0.1240  3.3100  -0.140
C  -1.2633  0.7982  3.0103  -0.169
H  0.4797  -0.1805  2.3766  0.028
H  0.6460  0.3358  4.0298  0.069
H  -0.4205  -1.0984  3.6512  0.063
H  -1.9511  1.0863  3.7877  0.053
H  -1.7342  0.4366  2.0948  0.054
H  -0.9311  1.7983  2.6973  0.045

Entry 4:
2 unconnected molecules or ions with the total composition C11H15N in a non-equilibrium geometry. Source: the OMol25 dataset; level of theory: ωB97M-V with the def2-TZVPD basis set.

As for the frontier orbital gap: 8.543 eV. The net charge is 0. The structure (SMILES) is Cc1c[nH]c2ccccc12.CC. The LUMO energy is 0.03213 Eh. As for the spin multiplicity: 1. The calculation puts the relative energy (zero: lowest compared OMol25 entry of this formula, charge and spin) at 2.348 eV. The calculation puts the highest occupied orbital energy at -7.67 eV.

Last column: Löwdin charge in e.
CARTESIAN COORDINATES (ANGSTROEM)
C  2.9086  0.6352  0.7683  -0.073
C  1.6322  -0.0898  0.5890  -0.275
C  1.7065  -1.4478  0.6195  -0.123
N  0.5456  -2.0510  0.8531  0.089
C  -0.3653  -0.9741  1.1265  -0.142
C  -1.7440  -1.1316  1.5188  -0.004
C  -2.2309  0.0337  2.1070  -0.138
C  -1.5244  1.2115  2.2206  -0.101
C  -0.2462  1.4287  1.6160  0.010
C  0.3771  0.2685  1.0988  -0.142
H  3.0791  1.4420  0.0541  0.065
H  3.8002  -0.0060  0.6158  0.078
H  2.9925  1.1605  1.7466  0.090
H  2.6794  -2.0288  0.5004  0.152
H  0.4097  -3.0325  0.9341  0.143
H  -2.3905  -2.0020  1.4855  0.101
H  -3.1574  -0.0680  2.6384  0.091
H  -1.9313  1.9654  2.8825  0.094
H  -0.0165  2.4289  1.4787  0.080
C  -0.1089  0.4994  -3.1724  -0.214
C  -1.5184  -0.0371  -3.0212  -0.209
H  0.0820  1.6515  -3.4796  0.111
H  0.5722  0.3601  -2.3279  0.030
H  0.5019  0.0719  -3.9902  0.052
H  -2.1423  0.5441  -3.7638  0.059
H  -2.1598  0.3694  -2.1403  0.073
H  -1.7510  -1.2019  -2.9582  0.101

Entry 5:
2 unconnected molecules or ions with the total composition C11H15N in a non-equilibrium geometry. Source: the OMol25 dataset; level of theory: ωB97M-V with the def2-TZVPD basis set.

As for the frontier orbital gap: 8.800 eV. The net charge is 0. The structure (SMILES) is Cc1c[nH]c2ccccc12.CC. The LUMO energy is 0.03621 Eh. As for the spin multiplicity: 1. The calculation puts the relative energy (zero: lowest compared OMol25 entry of this formula, charge and spin) at 0.868 eV. The calculation puts the highest occupied orbital energy at -7.81 eV.

Last column: Löwdin charge in e.
CARTESIAN COORDINATES (ANGSTROEM)
C  -2.7873  2.2967  0.8629  -0.049
C  -1.9953  2.1156  -0.3990  -0.226
C  -2.0034  3.0170  -1.4164  -0.060
N  -1.1282  2.6052  -2.4088  0.071
C  -0.4692  1.4935  -1.9649  -0.229
C  0.5394  0.7480  -2.5971  -0.021
C  0.9061  -0.4109  -1.9484  -0.098
C  0.4386  -0.7663  -0.6667  -0.097
C  -0.5290  0.0019  -0.0469  -0.017
C  -0.9402  1.1775  -0.6839  -0.138
H  -2.7112  1.4574  1.5557  0.068
H  -3.8493  2.4058  0.6417  0.074
H  -2.4644  3.1730  1.4279  0.077
H  -2.6867  3.8299  -1.6167  0.122
H  -1.0209  2.9057  -3.3618  0.151
H  1.0391  1.1691  -3.4552  0.104
H  1.7230  -0.9759  -2.3940  0.099
H  1.0749  -1.4489  -0.1303  0.056
H  -0.9096  -0.3018  0.9191  0.107
C  2.2428  -3.7725  2.4034  -0.174
C  2.1584  -2.2928  2.0718  -0.163
H  1.3233  -4.3545  2.4674  0.060
H  2.6067  -4.2906  1.4962  0.063
H  2.9621  -4.0489  3.1732  0.061
H  1.3265  -2.1058  1.4139  0.021
H  2.0410  -1.6794  2.9721  0.068
H  3.1127  -1.9478  1.6848  0.071

Entry 6:
2 unconnected molecules or ions with the total composition C11H15N in a non-equilibrium geometry. Source: the OMol25 dataset; level of theory: ωB97M-V with the def2-TZVPD basis set.

As for the frontier orbital gap: 8.684 eV. The net charge is 0. The structure (SMILES) is Cc1c[nH]c2ccccc12.CC. The LUMO energy is 0.03344 Eh. As for the spin multiplicity: 1. The calculation puts the relative energy (zero: lowest compared OMol25 entry of this formula, charge and spin) at 2.044 eV. The calculation puts the highest occupied orbital energy at -7.77 eV.

Last column: Löwdin charge in e.
CARTESIAN COORDINATES (ANGSTROEM)
C  -0.6239  0.1206  -2.8245  -0.056
C  -0.3594  0.6570  -1.4516  -0.234
C  -1.2228  1.5402  -0.8846  -0.041
N  -0.7621  1.9519  0.4045  0.094
C  0.3569  1.0818  0.7028  -0.207
C  1.0770  1.1052  1.8766  -0.011
C  2.3478  0.4181  1.7511  -0.092
C  2.7518  -0.2680  0.6144  -0.107
C  1.9337  -0.2427  -0.5210  -0.028
C  0.6894  0.3850  -0.4985  -0.145
H  -0.4792  -0.9610  -2.9243  0.068
H  -0.0129  0.4751  -3.6497  0.066
H  -1.7161  0.3903  -3.0292  0.101
H  -1.9919  2.0013  -1.2256  0.057
H  -1.2769  2.4632  1.0607  0.111
H  0.4756  1.5520  2.6564  0.105
H  3.1530  0.6360  2.4930  0.105
H  3.7259  -0.7252  0.5611  0.094
H  2.0359  -0.6681  -1.5208  0.112
C  -2.5205  -2.0498  0.9278  -0.196
C  -1.9459  -3.2513  0.1833  -0.182
H  -2.6267  -1.0708  0.3369  0.064
H  -3.5774  -2.1974  1.3693  0.075
H  -1.9540  -1.7438  1.8714  0.071
H  -1.3021  -3.7980  0.8926  0.065
H  -1.3957  -3.0203  -0.7892  0.078
H  -2.6279  -3.9726  -0.1889  0.034

Entry 7:
2 unconnected molecules or ions with the total composition C11H15N in a non-equilibrium geometry. Source: the OMol25 dataset; level of theory: ωB97M-V with the def2-TZVPD basis set.

As for the frontier orbital gap: 8.808 eV. The net charge is 0. The structure (SMILES) is Cc1c[nH]c2ccccc12.CC. The LUMO energy is 0.03359 Eh. As for the spin multiplicity: 1. The calculation puts the relative energy (zero: lowest compared OMol25 entry of this formula, charge and spin) at 0.988 eV. The calculation puts the highest occupied orbital energy at -7.89 eV.

Last column: Löwdin charge in e.
CARTESIAN COORDINATES (ANGSTROEM)
C  -0.7627  1.8380  -2.1533  -0.058
C  0.3955  1.3659  -1.3583  -0.230
C  1.3765  2.0778  -0.7543  -0.077
N  2.3095  1.2794  -0.1224  0.079
C  1.8079  -0.0007  -0.1614  -0.214
C  2.2484  -1.0891  0.5767  -0.042
C  1.5471  -2.2857  0.5086  -0.087
C  0.4086  -2.3233  -0.3516  -0.110
C  -0.0071  -1.2456  -1.1003  -0.076
C  0.6386  -0.0431  -1.0077  -0.127
H  -1.1076  1.0362  -2.8427  0.086
H  -0.5850  2.7657  -2.6638  0.068
H  -1.7242  1.8801  -1.5939  0.074
H  1.3498  3.1398  -0.5504  0.124
H  3.1339  1.6863  0.2866  0.151
H  3.1386  -1.0685  1.1922  0.105
H  1.8574  -3.1381  1.1091  0.099
H  -0.1146  -3.2613  -0.5121  0.096
H  -1.0286  -1.2844  -1.5661  0.128
C  -2.4114  -0.1628  1.0797  -0.152
C  -1.2840  -0.1542  2.1420  -0.149
H  -2.6061  -1.0841  0.5888  0.040
H  -3.4026  0.0646  1.5821  0.078
H  -2.2198  0.5984  0.3336  0.034
H  -0.5189  0.6106  2.2211  0.056
H  -0.6440  -1.0397  2.0066  0.048
H  -1.7952  -0.1623  3.1113  0.056

Entry 8:
2 unconnected molecules or ions with the total composition C11H15N in a non-equilibrium geometry. Source: the OMol25 dataset; level of theory: ωB97M-V with the def2-TZVPD basis set.

As for the frontier orbital gap (spin up / spin down): 9.049 / 6.591 eV. The net charge is +1. The LUMO energy (spin up / spin down) is -0.14239 / -0.25287 Eh. As for the spin multiplicity: 2. The calculation puts the relative energy (zero: lowest compared OMol25 entry of this formula, charge and spin) at 0.777 eV. The calculation puts the highest occupied orbital energy (spin up / spin down) at -12.92 / -13.47 eV.

Last column: Löwdin spin population.
CARTESIAN COORDINATES (ANGSTROEM)
C  1.3979  -0.6378  2.3135  0.001
C  2.6754  -1.3394  1.8701  0.000
H  1.3694  0.3517  1.8862  0.001
H  0.4797  -1.0453  1.9090  0.000
H  1.3506  -0.6372  3.3902  0.000
H  3.1158  -2.0430  2.5810  0.000
H  3.4663  -0.5926  1.7423  0.000
H  2.6437  -1.8287  0.8908  0.000
C  -0.0944  -2.2164  -0.8098  0.040
C  -1.8085  1.0788  -0.8458  0.023
C  -0.5912  0.3725  -0.8117  0.015
C  -0.9438  -1.0049  -0.9134  0.233
C  -2.3407  -1.0650  -1.1254  0.191
C  -1.8593  2.4362  -1.0368  0.048
C  -0.6065  3.0776  -1.1231  0.109
C  0.5869  1.0376  -0.4921  0.147
C  0.5418  2.4245  -0.7255  0.001
N  -2.8392  0.1457  -0.9497  0.148
H  -3.7992  0.4084  -1.1691  0.003
H  -2.7847  2.9586  -0.9677  0.001
H  -2.8999  -1.9964  -1.1336  0.006
H  -0.4266  4.0945  -1.4236  0.004
H  1.4852  0.6763  -0.0234  0.006
H  -0.5764  -2.9581  -0.1676  0.009
H  0.8640  -2.0385  -0.3323  0.001
H  1.4707  2.9719  -0.7428  -0.002
H  0.1230  -2.6309  -1.7898  0.015